Formula: C6H11ClGaO2P2S
Source: the Open Molecules 2025 dataset
Level of theory: ωB97M-V with the def2-TZVPD basis set

Computed properties:
2S+1: 1
E_HOMO, eV: -4.3115
Net charge: -1

```
24
C6H11ClGaO2P2S ωB97M-V with the def2-TZVPD basis set
Ga -0.582 3.313 1.035
Cl -1.143 4.748 2.626
S -4.281 2.325 1.124
P -2.396 1.727 0.927
P 1.514 2.294 1.611
O 1.177 0.695 1.924
O 2.082 2.192 0.012
C 0.707 -3.537 -0.881
C -0.516 -1.576 -0.221
C -0.329 -2.952 -0.167
C 1.380 -1.371 -1.684
C 1.562 -2.746 -1.639
C 0.336 -0.786 -0.979
H -0.471 3.996 -0.401
H -1.318 -1.115 0.343
H 0.854 -4.610 -0.842
H -0.989 -3.564 0.434
H 0.555 0.283 1.312
H -2.092 0.636 1.783
H 1.513 2.697 -0.581
H 2.057 -0.750 -2.256
H 0.202 0.287 -1.007
H 2.376 -3.202 -2.188
H -2.198 1.016 -0.286
```

---

Formula: C6H11ClN
Source: the Open Molecules 2025 dataset
Level of theory: ωB97M-V with the def2-TZVPD basis set

Computed properties:
2S+1: 1
Energy above the lowest of the compared OMol25 structures with the same formula, charge and spin, kcal per mole: 0.0
E_HOMO, eV: -15.4692
Net charge: +1
Structure (SMILES): C[C@H]1CC[N+](C)=C1Cl

```
19
C6H11ClN ωB97M-V with the def2-TZVPD basis set
Cl -1.600 -1.622 1.400
N -0.845 0.612 0.452
C 0.312 1.441 -0.138
C 0.971 -0.894 0.297
C 1.481 0.450 -0.234
C -0.427 -0.559 0.735
C 0.857 -1.868 -0.856
C -2.160 1.182 0.614
H 0.090 2.063 -1.042
H -2.155 2.249 0.039
H 0.745 -2.881 -0.594
H 1.736 0.285 -1.208
H -2.303 1.341 1.630
H 1.701 -1.960 -1.478
H -2.833 0.419 0.223
H 0.090 -1.779 -1.711
H 1.488 -1.509 1.066
H 0.456 2.096 0.692
H 2.398 0.934 0.114
```

---

Formula: C6H11ClOSi
Source: the Open Molecules 2025 dataset
Level of theory: ωB97M-V with the def2-TZVPD basis set

Computed properties:
2S+1: 1
Energy above the lowest of the compared OMol25 structures with the same formula, charge and spin, kcal per mole: 21.9
E_HOMO, eV: -9.5899
Net charge: 0
Structure (SMILES): C=C[Si](C=C)(CCl)OC

```
20
C6H11ClOSi ωB97M-V with the def2-TZVPD basis set
Cl -1.881 0.008 2.732
Si -0.010 -0.161 0.123
O 1.370 -0.570 0.795
C 0.012 1.723 -0.273
C -1.596 -0.891 1.161
C 2.107 -0.274 1.914
C 0.241 -1.272 -1.370
C -0.688 -1.491 -2.329
C -0.282 2.090 -1.489
H 3.200 -0.534 1.661
H -0.479 3.129 -1.595
H -2.499 -0.638 0.743
H 2.106 0.880 2.183
H -0.317 1.480 -2.386
H 1.361 -1.419 -1.478
H -1.674 -1.069 -2.184
H 1.819 -0.829 2.821
H 0.005 2.522 0.459
H -0.510 -1.895 -3.262
H -1.363 -1.962 1.213
```

---

Formula: C6H11ClSi
Source: the Open Molecules 2025 dataset
Level of theory: ωB97M-V with the def2-TZVPD basis set

Computed properties:
2S+1: 1
Energy above the lowest of the compared OMol25 structures with the same formula, charge and spin, kcal per mole: 112.9
E_HOMO, eV: -7.6211
Net charge: 0

```
19
C6H11ClSi ωB97M-V with the def2-TZVPD basis set
Cl 4.014 0.159 0.934
Si -0.324 0.089 -0.345
C 3.444 -1.330 0.290
C -0.174 1.229 -1.892
C 2.112 -1.488 0.117
C 0.712 -1.260 0.382
C -2.082 -0.405 0.199
C 0.527 0.900 1.331
H -2.665 0.501 0.654
H 0.753 0.174 2.127
H -2.564 -0.643 -0.815
H -0.194 1.649 1.587
H 1.922 -2.453 -0.509
H -2.139 -1.184 1.043
H 1.411 1.370 1.057
H -0.933 2.044 -2.071
H -0.258 0.612 -2.712
H 4.022 -1.915 -0.400
H 0.786 1.818 -1.904
```